Entry from OMol25: a cluster of 9 separate species, C40H86N2O7 in total (ωB97M-V with the def2-TZVPD basis set).

```
135
Properties=species:S:1:pos:R:3:forces:R:3:lowdin_charge:R:1
C 5.35582 -0.41796 -3.96161 -0.8 -0.9 0.0 -0.0860
C 4.48771 -1.38306 -4.86814 0.5 0.7 1.6 -0.2316
N 3.51715 -2.22471 -4.10656 -0.3 0.4 -1.8 -0.1836
C 2.52826 -2.81782 -5.08290 0.3 0.8 1.0 -0.2432
C 1.52660 -1.75981 -5.54600 0.6 -0.4 0.0 -0.0912
C 4.20923 -3.23338 -3.33547 -1.1 0.4 1.0 -0.2714
C 3.24236 -4.03793 -2.45109 0.4 -0.8 0.1 -0.0934
H 5.76594 0.36806 -4.59570 0.1 0.0 0.2 0.0629
H 6.15047 -0.94151 -3.43008 0.3 -0.1 -0.4 0.0535
H 4.79108 0.00606 -3.13133 -0.4 0.3 -0.3 0.0661
H 3.99065 -0.74500 -5.59884 -0.3 -0.3 0.1 0.0919
H 5.22522 -1.98201 -5.40239 0.0 -0.5 -0.3 0.1033
H 1.94547 -3.60464 -4.60398 0.3 0.0 0.2 0.0924
H 3.06608 -3.26559 -5.91857 0.0 -0.1 -0.3 0.1113
H 1.07328 -1.27718 -4.68017 0.0 0.0 -0.1 0.0768
H 0.75862 -2.25891 -6.13693 -0.1 0.2 -0.1 0.0703
H 2.04762 -1.01394 -6.14626 -0.4 0.1 -0.1 0.0541
H 4.82993 -3.88429 -3.95122 0.2 -0.3 -0.2 0.1154
H 4.84704 -2.70221 -2.62896 0.3 0.0 -0.2 0.1053
H 2.63170 -3.46725 -1.75143 0.2 0.4 -0.2 0.0754
H 2.56485 -4.70858 -2.97959 0.1 0.1 -0.3 0.0553
H 3.85237 -4.70496 -1.84194 0.1 -0.1 0.1 0.0666
C -5.21098 -6.47913 4.88518 -0.3 0.1 -0.1 -0.0895
C -4.72591 -7.80437 5.44528 0.6 -0.7 -0.6 -0.2515
N -3.51756 -8.29550 4.75883 0.8 -0.1 -0.1 -0.1829
C -3.19766 -9.72090 4.95201 -1.2 -0.2 0.7 -0.2449
C -4.28759 -10.69264 4.41933 0.7 1.2 -0.4 -0.0855
C -2.37594 -7.47287 5.13239 0.9 0.9 -0.4 -0.2862
C -1.11299 -7.57292 4.26173 -0.7 0.7 -0.3 -0.0913
H -5.43927 -6.52350 3.82028 0.0 -0.3 0.0 0.0761
H -4.49875 -5.66114 4.99352 0.0 -0.1 0.3 0.0579
H -6.13647 -6.20786 5.39309 0.0 0.2 0.1 0.0714
H -4.54079 -7.73205 6.51700 0.1 0.2 0.4 0.1135
H -5.48730 -8.57628 5.33322 -0.2 0.2 -0.1 0.1010
H -2.21219 -9.95060 4.54682 -0.2 0.2 -0.3 0.1002
H -3.13994 -9.93649 6.01891 0.4 0.0 0.5 0.1064
H -3.86406 -11.68502 4.26469 -0.2 0.0 0.1 0.0679
H -5.16612 -10.70700 5.06438 0.2 -0.3 0.1 0.0583
H -4.60154 -10.27055 3.46467 -0.1 -0.3 -0.2 0.0717
H -2.00896 -7.54983 6.15587 -0.5 -0.6 0.7 0.1115
H -2.66619 -6.42632 5.03978 -0.2 0.0 0.0 0.0932
H -1.42369 -7.21929 3.27862 0.2 -0.9 -0.5 0.0736
H -0.58712 -8.52670 4.30492 -0.2 0.0 -0.4 0.0620
H -0.40265 -6.78917 4.52490 0.1 -0.1 0.6 0.0673
C 4.08015 5.82540 -6.76136 0.9 -0.8 0.4 -0.1773
C 2.80508 5.61710 -5.90536 1.2 -0.2 0.2 -0.1618
C 2.31909 7.03286 -5.72566 0.2 -0.5 -1.2 -0.2067
O 2.61943 7.58910 -7.00935 -0.3 1.4 -0.3 -0.1493
C 3.88067 7.11275 -7.51695 -1.2 -0.1 0.3 -0.1984
H 4.31655 5.01206 -7.44743 -0.2 -0.2 0.2 0.1057
H 4.96513 5.94896 -6.13714 0.0 -0.2 0.3 0.1034
H 3.03524 5.21312 -4.91949 0.0 -0.6 -0.2 0.1076
H 2.13086 4.98125 -6.47914 -0.3 0.2 0.4 0.1130
H 2.82326 7.57121 -4.92311 0.3 0.0 0.1 0.1180
H 1.25037 7.03996 -5.51147 -0.1 0.4 -0.4 0.1198
H 4.72503 7.78699 -7.37358 -0.2 0.4 0.3 0.1110
H 3.77751 6.96901 -8.59250 -0.2 0.0 0.0 0.1149
C 2.32726 8.91979 3.67860 0.4 -1.1 2.4 -0.1794
C 1.25431 7.84685 3.47024 0.2 -0.9 -0.1 -0.1697
C 0.46769 8.37689 2.29834 0.3 0.4 -0.5 -0.1796
O 1.30541 9.40480 1.69192 -1.1 -1.0 -0.9 -0.1260
C 2.06279 9.98612 2.70887 -0.5 1.1 -0.5 -0.2581
H 3.29395 8.42072 3.61123 0.1 0.4 0.0 0.1133
H 2.19669 9.39387 4.65138 0.5 -0.4 0.4 0.1115
H 0.60376 7.56310 4.29751 0.0 0.7 0.3 0.1087
H 1.73321 6.89255 3.25097 0.1 0.1 -0.4 0.1036
H -0.47907 8.76179 2.67730 -0.1 0.5 -0.3 0.1134
H 0.23755 7.61373 1.55489 0.1 0.2 -0.2 0.1181
H 1.46949 10.74867 3.21346 -0.3 0.3 0.0 0.1167
H 2.93015 10.51757 2.31725 0.1 -0.3 -0.3 0.1277
C -5.09471 1.50143 -5.01578 1.3 1.3 -0.1 -0.1570
C -4.26608 2.82738 -5.00581 0.1 0.2 0.5 -0.1562
C -3.79756 3.01748 -6.45980 0.0 -0.4 1.1 -0.2340
O -4.89229 2.55801 -7.16605 -2.2 -1.0 -0.9 -0.1498
C -5.53376 1.45082 -6.46840 0.2 0.1 -0.1 -0.1816
H -5.93764 1.59741 -4.33141 0.2 -0.4 0.0 0.1056
H -4.41191 0.69127 -4.75980 -0.4 -0.2 0.2 0.1054
H -3.50457 2.84645 -4.22618 0.2 -0.2 -0.2 0.1018
H -4.92524 3.65934 -4.75788 -0.1 0.1 -0.1 0.1050
H -2.94372 2.40716 -6.75403 0.5 0.0 0.4 0.1150
H -3.61986 4.05229 -6.75254 0.0 0.0 0.2 0.1208
H -5.25927 0.51082 -6.94710 0.1 0.0 -0.1 0.1120
H -6.62160 1.51953 -6.46915 0.0 0.4 -0.7 0.1129
C 7.32648 4.99377 0.78844 0.9 -1.9 1.3 -0.1669
C 7.26663 6.27657 0.06110 0.0 1.4 -1.2 -0.1941
C 8.52866 6.23007 -0.79291 1.0 0.0 0.5 -0.1719
O 9.50536 5.60689 0.09539 -0.1 0.8 -1.2 -0.1442
C 8.85457 4.55480 0.73521 -1.3 0.2 0.7 -0.2117
H 6.75627 4.16955 0.35992 -0.3 0.3 -0.1 0.1064
H 7.03209 5.13014 1.82904 -0.2 -0.2 0.0 0.1043
H 7.28505 7.12962 0.73938 0.3 0.0 0.1 0.1137
H 6.37185 6.43436 -0.54105 -0.1 -0.3 -0.1 0.1127
H 8.95384 7.17328 -1.13593 -0.1 0.2 0.4 0.1177
H 8.40501 5.64772 -1.70596 -0.2 -0.5 0.0 0.1147
H 9.27725 4.43095 1.73225 0.1 0.1 0.0 0.1121
H 8.96373 3.59482 0.23060 0.0 0.0 -0.4 0.1073
C -5.23349 -7.00739 -3.83159 -0.4 -0.2 -1.4 -0.1705
C -4.91731 -6.99410 -2.36292 -0.4 -0.3 0.5 -0.1873
C -4.13191 -5.73768 -2.20380 0.0 0.9 -0.3 -0.2045
O -4.72021 -4.85431 -3.16892 0.5 1.1 0.9 -0.1550
C -5.28909 -5.52839 -4.26333 0.0 -0.5 0.8 -0.2000
H -6.18094 -7.52403 -3.98496 0.1 0.0 -0.3 0.1085
H -4.45957 -7.50059 -4.41973 0.0 -0.3 0.1 0.1095
H -4.44234 -7.92816 -2.06285 0.1 0.2 0.2 0.1182
H -5.83221 -6.83834 -1.79126 -0.1 -0.4 0.0 0.1176
H -3.06644 -5.87032 -2.39163 0.2 0.0 -0.1 0.1166
H -4.27457 -5.23112 -1.24926 0.2 -0.2 0.1 0.1204
H -4.70420 -5.24025 -5.13681 -0.1 -0.5 -0.3 0.1137
H -6.31666 -5.18467 -4.38186 -0.1 0.1 -0.1 0.1128
C -2.98930 -0.33615 9.00665 0.1 -1.1 -0.3 -0.1798
C -2.37220 0.90629 9.55505 0.7 1.1 0.9 -0.1925
C -3.22995 2.02428 9.00747 -0.5 -0.8 0.6 -0.2021
O -4.52388 1.43581 9.09442 -1.0 0.4 -0.1 -0.1439
C -4.45142 0.04926 8.78471 0.6 0.2 -0.2 -0.1988
H -2.99188 -1.14891 9.73294 0.5 -0.1 -0.2 0.1078
H -2.50611 -0.66444 8.08639 0.0 -0.1 0.0 0.1095
H -1.31072 1.11334 9.41908 0.1 -0.5 -0.3 0.1153
H -2.54029 0.93508 10.63163 0.1 -0.1 0.1 0.1154
H -2.99443 2.30319 7.98042 0.1 0.2 -0.1 0.1190
H -3.20549 2.86873 9.69623 -0.1 0.2 -0.4 0.1223
H -4.75996 -0.13135 7.75501 -0.1 0.0 -0.1 0.1126
H -5.05820 -0.56521 9.44980 -0.4 0.5 0.0 0.1154
C -0.81638 -0.19235 2.48070 -1.0 0.8 1.2 -0.1631
C -0.52749 0.28992 1.07134 -0.5 -0.7 -0.7 -0.1706
C 0.82384 0.97762 1.15879 -0.4 0.3 -0.4 -0.2237
O 1.17956 0.95540 2.50901 1.7 -0.6 0.8 -0.1557
C 0.04829 0.73357 3.34790 0.6 0.1 -1.0 -0.1820
H -0.60389 -1.24252 2.68096 0.5 0.1 -0.3 0.1105
H -1.87353 -0.09089 2.72614 -0.1 0.1 0.0 0.1056
H -1.28810 0.94807 0.65135 -0.1 0.0 0.3 0.1094
H -0.51093 -0.58629 0.42320 0.2 0.1 -0.2 0.1062
H 0.80726 2.02403 0.85405 -0.3 0.1 -0.3 0.1138
H 1.51944 0.46240 0.49637 0.5 0.0 0.5 0.1158
H -0.30687 1.74812 3.52859 -1.0 -0.1 0.2 0.1166
H 0.39769 0.32038 4.29410 0.0 -0.1 -0.1 0.1171
```
Forces are in eV/Å.

Computed properties:
ΔE to the lowest compared entry with this formula, charge and spin: 0.0 kJ/mol
LUMO: 0.23 eV
DFT total energy: -60181.1994 eV
HOMO-LUMO gap: 8.785 eV

=====

Entry from OMol25: a cluster of 5 separate species, C40H86N4O6 in total (ωB97M-V with the def2-TZVPD basis set).

```
136
Properties=species:S:1:pos:R:3:forces:R:3:lowdin_charge:R:1
C 1.21064 -1.75202 3.53780 -0.9 -0.5 -1.1 -0.0112
C 1.00767 -2.78875 2.32682 2.6 -1.5 0.0 -0.4195
C 2.13247 -2.56947 1.23987 -0.1 1.9 0.0 -0.0479
C 1.37785 -4.28728 2.74549 -1.2 0.6 2.9 -0.1324
C 0.20246 -4.98320 3.51735 0.2 1.1 -2.5 -0.1755
C -0.96575 -4.93357 2.55036 -0.9 0.2 -0.6 -0.1449
C -1.48980 -3.48410 2.04529 0.3 -2.0 -0.2 -0.4690
C -2.38790 -3.66840 0.78301 1.1 -0.5 -0.1 -0.0408
C -2.39211 -2.89934 3.11029 1.1 0.9 0.9 -0.0355
N -0.29102 -2.70875 1.65215 0.1 -1.0 0.3 -0.1265
O -0.60604 -1.35237 1.44751 -0.2 0.2 -0.1 -0.0084
H 1.83887 -2.05436 4.37566 0.1 -0.5 -0.3 0.0737
H 1.62114 -0.82192 3.14475 -0.1 0.0 0.0 0.0702
H 0.22290 -1.52486 3.93891 0.1 0.1 0.1 0.0541
H 3.00573 -2.04716 1.63065 0.3 -0.5 0.7 0.0740
H 2.49012 -3.42701 0.66995 -0.4 -0.1 0.2 0.0708
H 1.87521 -1.78390 0.52939 -0.7 -0.1 -0.4 0.0659
H 1.89061 -4.91559 2.01719 -0.8 0.1 -0.5 0.1035
H 2.08900 -4.27486 3.57145 0.7 0.8 -0.3 0.1008
H 0.50876 -6.01844 3.66754 -0.3 0.1 0.6 0.1110
H -0.08856 -4.41381 4.40007 0.5 -0.3 0.4 0.1121
H -1.80408 -5.45471 3.01266 -0.4 0.2 -0.2 0.1035
H -0.68592 -5.55701 1.70117 0.0 0.2 -0.4 0.1114
H -3.02005 -2.80645 0.56963 0.1 0.0 0.1 0.0727
H -3.01391 -4.55752 0.85829 -0.2 0.1 0.3 0.0807
H -1.71753 -3.84623 -0.05786 -0.1 0.0 -0.2 0.0770
H -2.72617 -3.65326 3.82310 -0.3 0.0 -0.2 0.0831
H -3.20695 -2.32070 2.67517 0.0 -0.1 0.3 0.0798
H -1.74227 -2.22597 3.66921 -0.4 0.3 0.4 0.0660
H -0.45045 -1.27380 0.50347 -0.1 0.4 -0.2 0.1014
C 10.59955 3.70006 0.09236 0.3 -0.4 0.8 -0.0495
C 10.22582 4.73197 1.17996 -0.2 -0.8 -1.3 -0.4398
C 11.63823 5.36100 1.69926 -3.3 -0.7 0.9 -0.0011
C 9.43376 5.80997 0.43935 -1.4 0.7 -0.1 -0.1465
C 7.91548 5.61307 0.12442 -0.3 -1.4 2.2 -0.1561
C 7.21860 5.17302 1.43302 0.9 0.6 0.0 -0.1648
C 7.85424 3.94900 2.07807 0.7 -1.7 1.2 -0.4809
C 7.15384 3.74130 3.47251 0.6 0.3 -0.2 -0.0390
C 7.51880 2.69241 1.22956 0.8 0.2 -0.4 -0.0322
N 9.31848 4.21402 2.31285 -0.6 3.0 -2.1 -0.1165
O 9.91313 3.26279 3.09194 0.9 -1.3 0.4 -0.0151
H 11.22915 4.17353 -0.66098 0.1 0.1 0.1 0.0774
H 11.19333 2.91963 0.56824 -0.1 -0.4 -0.2 0.0813
H 9.74049 3.28582 -0.43538 0.0 -0.1 0.2 0.0640
H 11.33530 6.25386 2.24620 0.3 0.4 -0.2 0.0697
H 11.95864 4.68468 2.49174 0.9 -0.1 -0.5 0.0606
H 12.33585 5.57275 0.88896 -0.1 -0.3 0.3 0.0835
H 9.50599 6.65097 1.12898 -0.2 0.6 -0.5 0.1087
H 9.79328 6.03984 -0.56365 1.1 0.2 0.4 0.1153
H 7.43241 6.52821 -0.21801 0.3 0.0 -0.2 0.1087
H 7.63499 4.78204 -0.52275 0.7 0.3 -0.8 0.0970
H 6.16160 4.98035 1.24931 -0.1 0.1 0.3 0.1194
H 7.38249 5.96616 2.16251 -0.5 0.2 0.1 0.1175
H 7.40985 4.54731 4.16020 -0.3 0.4 -0.2 0.0792
H 7.43031 2.85888 4.04957 0.2 -0.3 -0.6 0.0748
H 6.07952 3.68973 3.29567 0.0 0.2 0.1 0.0774
H 6.43434 2.59220 1.27430 0.0 -0.1 -0.6 0.0836
H 7.95942 1.71531 1.42766 0.1 0.1 1.3 0.0837
H 7.97108 2.80239 0.24394 -0.9 0.4 -0.5 0.0477
H 10.54256 3.80522 3.57274 0.0 -0.3 0.6 0.0917
C -2.19490 -9.06844 -5.43150 -0.1 0.3 0.7 -0.0358
C -2.35575 -7.53675 -5.69270 -1.5 -0.2 0.4 -0.4748
C -3.69339 -6.93238 -5.02404 0.8 -2.4 0.7 -0.0046
C -1.09721 -6.93810 -5.09045 0.9 0.7 0.7 -0.1746
C -0.70064 -5.58331 -5.52988 -0.1 0.9 -1.9 -0.2004
C -0.66396 -5.55239 -7.07560 -0.5 0.5 1.0 -0.1262
C -1.94893 -6.13753 -7.71884 -1.5 2.0 -0.7 -0.4645
C -3.10976 -5.02388 -7.70487 0.3 -0.8 0.0 -0.0281
C -1.64985 -6.27812 -9.23022 0.8 -0.4 0.4 -0.0511
N -2.41187 -7.39588 -7.12303 2.2 0.7 -1.7 -0.1150
O -3.61187 -7.83119 -7.77987 0.5 0.3 1.1 -0.0069
H -1.25265 -9.49964 -5.76960 0.3 0.8 -0.3 0.0775
H -2.12262 -9.15394 -4.34727 -0.6 -0.6 0.1 0.0813
H -2.90646 -9.74492 -5.90496 -0.7 0.4 0.4 0.0759
H -3.99158 -5.88439 -4.99455 0.5 -0.1 -0.8 0.0673
H -4.44945 -7.61566 -5.41082 -0.5 0.7 -0.3 0.0703
H -3.67790 -7.23864 -3.97806 0.2 0.1 0.3 0.0665
H -1.18676 -6.73047 -4.02416 -0.4 -1.3 0.4 0.1269
H -0.20631 -7.53235 -5.29352 -0.2 -0.6 0.2 0.1247
H -1.38775 -4.82124 -5.16214 -0.4 0.0 -0.2 0.1113
H 0.25623 -5.25979 -5.12020 0.2 -0.3 0.0 0.1148
H 0.23452 -5.98739 -7.51332 0.0 -0.4 0.3 0.1140
H -0.59855 -4.48040 -7.26177 -0.2 0.0 -0.8 0.1119
H -2.74614 -4.11940 -8.19253 -0.1 -0.1 -0.2 0.0738
H -3.56154 -4.71852 -6.76108 0.5 -0.2 0.3 0.0554
H -3.92599 -5.47604 -8.26827 0.0 0.3 -0.2 0.0703
H -2.44311 -6.65614 -9.87516 -0.2 0.1 0.3 0.0795
H -0.77713 -6.91979 -9.35154 0.0 -0.3 0.0 0.0770
H -1.30553 -5.31031 -9.59479 -0.3 0.1 -0.1 0.0813
H -3.32058 -8.66540 -8.15517 -0.1 -0.1 -0.2 0.1021
C -6.80378 6.34753 -1.50801 -0.8 -0.9 0.9 -0.0180
C -5.80214 5.22377 -1.59646 2.6 -0.9 -2.6 -0.4598
C -4.29722 5.75529 -1.48483 -1.0 -1.1 -0.2 -0.0361
C -5.92839 4.18550 -0.47782 -2.0 -1.1 0.7 -0.1444
C -7.21483 3.23981 -0.62507 1.8 0.5 -1.7 -0.1295
C -7.08562 2.50181 -2.04633 -0.5 1.0 1.4 -0.1127
C -6.88192 3.45639 -3.27485 -1.4 0.0 -1.5 -0.5028
C -6.37241 2.57956 -4.48858 0.6 -0.2 1.9 -0.0425
C -8.25419 4.02207 -3.78958 0.4 0.1 1.0 -0.0429
N -5.88203 4.46139 -2.95677 1.6 0.2 0.8 -0.0867
O -5.64143 5.29937 -4.12782 -1.0 0.0 1.3 -0.0303
H -7.55856 6.26093 -2.28963 0.4 0.5 -0.2 0.0749
H -7.32979 6.02023 -0.61119 -0.5 1.0 0.3 0.0732
H -6.35610 7.33221 -1.37353 -0.3 -0.1 -0.2 0.0870
H -3.62716 4.90996 -1.64149 -0.1 -0.2 -0.1 0.0725
H -4.01367 6.50920 -2.21921 -0.3 0.2 0.2 0.0717
H -4.10940 6.05496 -0.45380 -0.1 0.5 -0.1 0.0773
H -5.09395 3.50459 -0.31000 0.3 0.1 -0.8 0.1125
H -5.93727 4.73289 0.46473 -0.3 0.3 0.1 0.1082
H -7.34086 2.49947 0.16494 0.6 -0.1 0.0 0.0965
H -8.18643 3.73368 -0.61215 0.2 0.6 -0.2 0.0915
H -8.03815 1.97571 -1.98300 -0.1 -0.2 -1.3 0.1062
H -6.31106 1.73614 -2.08992 0.2 0.2 0.4 0.1044
H -5.44691 2.15977 -4.09447 0.3 -0.3 -0.3 0.0706
H -6.11775 3.04723 -5.43966 -0.6 0.3 0.2 0.0772
H -7.07731 1.75253 -4.57366 0.0 0.0 -0.4 0.0774
H -8.14648 4.78457 -4.56101 0.3 -0.2 -0.1 0.0765
H -8.79631 4.50661 -2.97753 -0.2 -0.1 0.1 0.0624
H -8.83900 3.18214 -4.16452 -0.1 0.2 0.0 0.0750
H -4.70508 5.22782 -4.32710 0.2 -0.3 0.3 0.0906
C 0.30614 4.55150 8.88985 0.5 -1.1 0.5 -0.0783
O 0.20989 4.35331 10.32853 -0.3 -0.5 -1.3 -0.1812
C -0.81994 3.46378 10.74186 -0.8 0.0 1.3 -0.1960
C -0.72520 1.89296 10.55804 1.5 1.5 -0.1 -0.1939
O -0.86212 1.55331 9.19845 -0.1 -1.3 0.3 -0.1949
C -0.67730 0.14969 8.92341 -0.4 0.4 -2.3 -0.0982
H 0.11885 3.59493 8.40198 0.1 0.0 -0.1 0.0705
H 1.33877 4.83645 8.68839 -0.1 0.1 0.1 0.0826
H -0.34908 5.28217 8.41562 -0.4 0.3 0.7 0.0800
H -1.80827 3.87489 10.53619 -0.3 -0.3 -1.4 0.1169
H -0.92468 3.70895 11.79875 0.8 -0.7 0.6 0.1137
H -1.36307 1.32092 11.23185 -0.9 0.4 -0.1 0.1167
H 0.25941 1.55508 10.88126 0.5 0.3 0.1 0.1168
H -0.80483 -0.62867 9.67574 -0.4 0.6 0.5 0.0892
H 0.21443 -0.12076 8.35793 1.2 0.7 0.8 0.0753
H -1.31583 0.00808 8.05145 -1.0 -0.5 0.5 0.0809
```
Forces are in eV/Å.

Computed properties:
ΔE to the lowest compared entry with this formula, charge and spin: 840.5 kJ/mol
LUMO: 0.43 eV
DFT total energy: -61108.4946 eV
HOMO-LUMO gap: 8.412 eV